1.
8
Properties=species:S:1:pos:R:3 method="wB97M-V/def2-TZVPD" lumo_ev="-0.3 / 0.7" de_lowest_kj_mol=491.9 orbital_gap_ev="6.17 / 10.36"
C 0.4763 -0.1444 -0.2318
C -0.4264 -0.2937 0.9176
N 1.4845 0.3147 -0.6482
H -1.1126 0.5122 -2.3915
H -1.4325 -0.6294 0.6984
H -0.4644 0.5836 1.5521
H -0.3122 -1.0097 1.6308
H 1.7873 0.6668 -1.5274


2.
9
Properties=species:S:1:pos:R:3 method="wB97M-V/def2-TZVPD" lumo_ev="-6.8 / -6.5" de_lowest_kj_mol=434.7 orbital_gap_ev="9.45 / 9.74" charge=+1
C 0.9407 -0.0797 0.0255
C -1.0219 0.0902 0.0045
N 0.0045 -0.9861 0.0197
N 0.1585 0.9545 -0.0764
H 2.9601 0.1474 0.0673
H -1.7531 -0.0177 -0.8970
H -1.5305 -0.0075 0.9220
H -0.0312 -1.9893 -0.3703
H 0.3913 1.9010 0.3797


3.
10
Properties=species:S:1:pos:R:3 method="wB97M-V/def2-TZVPD" lumo_ev=-3.8 de_lowest_kj_mol=282.9 orbital_gap_ev=11.04 charge=+1
C 1.2958 -0.0408 -0.1009
C -2.0013 0.2773 0.0413
N 1.6203 1.0715 -0.1022
N 1.0930 -1.2285 0.1853
O -0.9286 0.8348 0.1926
H -2.8453 0.9738 0.1669
H -2.2253 -0.6432 -0.4640
H 2.0446 1.9522 0.1512
H 1.8433 -1.7665 -0.2261
H 0.1035 -1.4307 0.1559


4.
10
Properties=species:S:1:pos:R:3 method="wB97M-V/def2-TZVPD" lumo_ev=-6.7 de_lowest_kj_mol=412.6 orbital_gap_ev=9.75 charge=+1
C -0.9866 0.7612 0.0756
C -0.6067 -0.5798 -0.1084
N 0.6264 -0.9100 0.0081
N 1.9123 0.4702 0.1025
O 2.9179 0.0016 0.1556
H -0.0166 1.2744 0.4868
H -1.3134 1.2267 -0.9334
H -2.0054 0.8380 0.6416
H 0.8694 -1.8587 -0.0826
H -1.3972 -1.2235 -0.3458


5.
10
Properties=species:S:1:pos:R:3 method="wB97M-V/def2-TZVPD" lumo_ev=-4.8 de_lowest_kj_mol=359.7 orbital_gap_ev=10.94 charge=+1
C 0.0183 0.1797 -0.1651
C 0.0172 -1.1990 0.5021
N -0.9013 0.6424 0.7175
N 0.5457 0.7790 -1.2220
O -0.7698 -0.6730 1.5993
H -0.6631 -1.7281 -0.1980
H 1.0355 -1.7607 0.7624
H -1.0594 1.5914 1.0969
H 1.2651 0.4042 -1.8760
H 0.5118 1.7640 -1.2171


6.
10
Properties=species:S:1:pos:R:3 method="wB97M-V/def2-TZVPD" lumo_ev=-5.9 de_lowest_kj_mol=439.9 orbital_gap_ev=10.04 charge=+1
C -0.0986 1.1176 -0.1217
C -0.0962 -1.1666 -0.2066
N 1.4040 0.7614 0.4386
N -0.7552 -0.1237 0.1772
O 1.5278 -0.3673 0.5421
H -0.7216 1.7633 0.4401
H 0.0302 1.3084 -1.2310
H -0.1255 -2.0620 0.2899
H 0.2108 -1.2436 -1.2804
H -1.3756 0.0126 0.9518


7.
10
Properties=species:S:1:pos:R:3 method="wB97M-V/def2-TZVPD" lumo_ev="-3.9 / -7.8" de_lowest_kj_mol=95.8 s_squared=2.02 orbital_gap_ev="10.37 / 8.32" spin_multiplicity=3 charge=+1
C -1.0242 -0.3410 0.1371
C 1.2212 0.1905 0.0032
N -0.1471 0.6482 0.2371
N -0.5696 -1.5373 0.0171
O 1.1832 -1.1489 0.0207
H -2.1554 -0.3314 0.1600
H 1.6178 0.6045 -0.9555
H 1.8034 0.4048 0.7882
H -0.2109 1.5705 0.6167
H -0.9340 -2.4218 0.0778


8.
11
Properties=species:S:1:pos:R:3 method="wB97M-V/def2-TZVPD" lumo_ev="-4.5 / -7.5" de_lowest_kj_mol=217.5 s_squared=2.01 orbital_gap_ev="8.24 / 5.77" spin_multiplicity=3 charge=+1
C 0.8445 0.2016 0.0408
C -0.9304 -0.0889 0.5587
N 3.2263 -0.0395 -0.2221
N -2.2867 0.0663 -0.2768
O 0.0556 0.9503 0.6708
O -0.0240 -0.8728 -0.1310
H 3.5226 0.7064 0.3219
H 3.2764 -0.9274 0.3410
H -2.9126 0.7656 0.0671
H -2.7199 -0.8000 -0.0502
H -2.0518 0.0384 -1.3202


9.
12
Properties=species:S:1:pos:R:3 method="wB97M-V/def2-TZVPD" lumo_ev=0.0 de_lowest_kj_mol=511.0 orbital_gap_ev=8.32
C -2.3606 -0.0644 -0.4553
C -1.2321 -0.1186 0.4101
N 3.2233 0.2674 -0.3336
N 3.6816 1.2875 0.0927
O -3.3096 0.7169 -0.2990
O -0.6314 -1.4171 0.1426
P 2.7487 -1.0680 -0.6628
H -0.7026 0.9146 0.0097
H -1.7116 -0.2039 1.4297
H -2.1870 -0.5845 -1.4611
H 3.1244 2.0556 -0.0879
H -0.6432 -1.7855 1.2148


10.
12
Properties=species:S:1:pos:R:3 method="wB97M-V/def2-TZVPD" lumo_ev="3.9 / 1.4" de_lowest_kj_mol=47.9 s_squared=2.01 orbital_gap_ev="6.51 / 4.91" spin_multiplicity=3 charge=-1
C 0.7608 0.4104 -1.2410
C -0.5044 0.1880 2.1954
N -0.9176 -1.1941 -1.0982
N -0.1708 -0.1810 -0.4620
O 1.0384 0.2758 -2.4449
O 1.6064 1.2408 -0.4757
O 0.1396 0.3771 3.2489
H -0.7351 1.0061 1.5419
H -0.8250 -0.7547 1.9228
H -0.2712 -1.6798 -1.7974
H -1.4597 -0.6387 -1.7742
H 1.3386 0.9502 0.3843


11.
12
Properties=species:S:1:pos:R:3 method="wB97M-V/def2-TZVPD" lumo_ev="0.5 / -4.9" s_squared=0.77 orbital_gap_ev="10.90 / 5.10" spin_multiplicity=2
O 0.3747 0.0185 -2.1994
C 0.5896 1.2409 -1.9566
O 0.5180 1.8059 -0.8293
H 0.6821 1.9203 -2.8277
N -0.2780 -1.3105 0.0508
C -0.4071 -0.8309 1.3444
N -0.1276 0.5068 1.4290
O -0.7107 -1.5403 2.2886
H -0.3042 -2.2892 -0.0119
H -0.0361 -0.7644 -0.8077
H 0.2083 1.0556 0.6002
H -0.2624 0.9708 2.2829


12.
11
Properties=species:S:1:pos:R:3 method="wB97M-V/def2-TZVPD" lumo_ev="-8.2 / -8.2" de_lowest_kj_mol=395.6 orbital_gap_ev="3.84 / 4.08" charge=+1
C -0.3158 0.7875 0.1910
C -0.1666 -0.7903 -1.6904
N 0.0567 -0.3403 -0.3725
N 0.1679 1.3397 1.2486
S 1.9704 -0.8199 -3.8093
S 0.8900 0.4395 -2.7475
H 0.1223 -1.8021 -1.9867
H -1.2269 -0.5352 -2.1396
H 0.8338 -0.9390 0.0411
H 0.8719 0.7856 1.9410
H -0.1671 2.1852 1.7312


13.
10
Properties=species:S:1:pos:R:3 method="wB97M-V/def2-TZVPD" lumo_ev=0.6 de_lowest_kj_mol=274.4 orbital_gap_ev=9.52
C 0.6516 0.4697 2.1059
C -0.5640 -0.5641 -1.2290
H 0.1331 -0.3268 2.8026
H 1.0645 1.2660 2.6819
H -0.9844 -1.2110 0.7150
H -0.9645 -1.5184 -1.4968
H -0.4193 -0.0192 -2.9206
N 0.3023 0.5467 0.8044
N -0.1693 -0.5647 0.1829
N -0.0409 0.3573 -1.9936


14.
11
Properties=species:S:1:pos:R:3 method="wB97M-V/def2-TZVPD" lumo_ev=0.5 de_lowest_kj_mol=90.4 orbital_gap_ev=9.88
C 0.1039 -0.6264 0.4946
C -0.4312 1.2654 -0.9245
H 1.6807 0.2337 -0.3696
H 1.9172 -1.0159 0.7966
H -1.2036 -1.9145 0.6959
H -1.7838 0.3744 0.3389
H -1.3415 1.9201 -1.1708
N 1.4096 -0.2548 0.5548
N -0.2534 -1.7553 0.9961
N -0.8270 0.2465 -0.1013
O 0.7292 1.5267 -1.3106


15.
11
Properties=species:S:1:pos:R:3 method="wB97M-V/def2-TZVPD" lumo_ev=0.6 de_lowest_kj_mol=259.3 orbital_gap_ev=8.89
C 0.1833 0.2876 0.1408
N -1.6511 -0.9134 0.7873
C 1.1976 0.4654 -0.8706
O 0.1977 1.0173 1.3077
N -0.7016 -0.6157 -0.1054
N 1.1082 -0.0318 -2.0390
H 0.8733 1.7011 1.2533
H -1.6429 -0.4592 1.6943
H -2.0254 -1.8430 0.6816
H 0.5384 -0.8716 -2.1357
H 1.9226 1.2633 -0.7142


16.
11
Properties=species:S:1:pos:R:3 method="wB97M-V/def2-TZVPD" lumo_ev=0.4 de_lowest_kj_mol=561.9 orbital_gap_ev=9.25
C -0.6320 0.8160 0.0850
C 1.7869 -1.0180 0.1144
H -2.9685 -1.2270 -0.2743
H -1.2611 1.7582 0.3595
H 0.8236 2.0557 0.2308
H 2.7353 -1.5656 -0.1155
H 0.9180 -1.6480 0.3049
N -1.1965 -0.3674 -0.3600
N 0.6952 1.1012 -0.2107
N 1.8281 0.2853 -0.1722
O -2.7291 -0.1905 0.0382


17.
12
Properties=species:S:1:pos:R:3 method="wB97M-V/def2-TZVPD" lumo_ev=1.0 de_lowest_kj_mol=635.3 orbital_gap_ev=9.78
C 0.7395 0.4892 0.3559
C -0.9093 0.2368 0.1609
N 0.8308 -0.9690 0.4697
N -0.5718 -1.1846 0.1149
N 0.0779 0.6819 -1.7871
O 1.0779 1.1018 -0.8320
O -1.1549 0.8118 -1.0667
H 1.1540 1.0437 1.1909
H -1.6250 0.5990 0.8909
H 1.4358 -1.3818 -0.2414
H -1.0274 -1.7519 0.8242
H 0.0575 1.4154 -2.5018


18.
12
Properties=species:S:1:pos:R:3 method="wB97M-V/def2-TZVPD" lumo_ev=0.7 de_lowest_kj_mol=547.3 orbital_gap_ev=10.34
C -1.6010 -0.5302 -0.0973
N -0.1791 -0.3038 0.0812
C 1.1191 1.5107 -0.5697
O 0.1968 0.5968 -0.9633
N 0.7056 -1.6477 0.2726
N 1.4680 -1.3234 1.1434
O 1.6595 1.5811 0.5121
H 1.2242 -0.3199 1.4306
H 1.2915 2.2082 -1.4023
H -2.1448 0.4161 -0.0140
H -1.9411 -1.2131 0.6846
H -1.7988 -0.9747 -1.0779


19.
12
Properties=species:S:1:pos:R:3 method="wB97M-V/def2-TZVPD" lumo_ev=0.6 de_lowest_kj_mol=648.1 orbital_gap_ev=9.90
C -1.4190 -0.6637 -0.2154
C 0.3537 0.5581 0.6489
N 1.2554 -0.2632 0.1819
N -1.1256 -1.8003 -0.2955
N -2.1769 0.2835 -0.1546
O 1.6122 -1.3852 0.4176
O 1.7968 0.2568 -0.9246
H 0.0375 1.5545 0.3504
H -0.1147 0.2177 1.5390
H -0.2999 -2.1649 0.0225
H 2.3597 -0.4653 -1.2227
H -2.1441 0.9967 -0.8338


20.
12
Properties=species:S:1:pos:R:3 method="wB97M-V/def2-TZVPD" lumo_ev=-0.9 de_lowest_kj_mol=970.7 orbital_gap_ev=7.76
C -0.6285 -0.2014 0.5726
C 1.2180 0.6153 -0.5616
H -3.6388 -1.5468 0.0531
H -1.7080 -2.2098 0.3671
H 0.1497 -1.0055 0.5030
H 3.1123 1.0053 -0.9651
H 2.5448 2.4674 0.6466
N -2.5975 -1.2708 0.7098
N -2.0100 -0.0497 0.5870
N 2.2254 1.5942 -0.6747
O -0.1082 1.1391 -0.2731
O 1.4408 -0.5373 -0.9646